# 1
Computed, not measured: a gas-phase ion, C5H11N2 (charge +1) in a non-equilibrium geometry, with ωB97M-V/def2-TZVPD.

Last column: Mulliken charge in e.
Positions of all 18 atoms, in Å:
C: 0.4042 -2.3776 -0.7319  -1.075
N: -0.0288 -1.1225 -0.1499  -0.109
C: 0.3831 0.0541 -0.5319  0.783
N: 1.2683 0.2428 -1.4823  -0.382
C: -0.2142 1.3875 0.1900  -0.239
C: -1.5221 1.3122 0.9211  -0.670
C: -0.2524 1.4118 1.6953  -0.463
H: -0.1120 -3.1934 -0.2356  0.341
H: 0.1611 -2.4134 -1.7954  0.383
H: 1.4781 -2.5185 -0.6021  0.387
H: -0.7097 -1.1678 0.5955  0.241
H: 1.5505 1.1724 -1.7420  0.235
H: 1.6837 -0.5291 -1.9823  0.217
H: 0.0509 2.2803 -0.3510  0.357
H: -2.0766 0.3870 0.9268  0.199
H: -2.1598 2.1808 0.8641  0.268
H: -0.0085 2.3452 2.1762  0.274
H: 0.1042 0.5482 2.2354  0.253

Its net charge is +1. The calculation puts the LUMO energy at -2.83 eV. Its energy above the lowest of the compared OMol25 structures with the same formula, charge and spin is 0.146 eV. Its HOMO-LUMO gap is 0.454 hartree. As for the SMILES: CNC(=[NH2+])C1CC1.

=====

# 2
Computed, not measured: a molecular structure, C5H10O2 in a non-equilibrium geometry, with ωB97M-V/def2-TZVPD.

Last column: Mulliken charge in e.
Positions of all 17 atoms, in Å:
C: -2.1461 -0.4656 0.2854  -1.414
C: -0.9615 0.3703 -0.1773  0.116
O: -0.7013 1.4063 0.7794  -0.587
C: 0.2858 -0.6020 -0.3597  0.110
C: 1.5486 -0.0331 -1.0672  -0.724
C: 1.9352 0.2815 0.3910  -0.280
O: 0.9269 -0.5926 0.9154  -0.470
H: -2.9898 0.1439 0.6403  0.377
H: -2.4565 -1.1021 -0.5494  0.358
H: -1.8217 -1.1082 1.1234  0.337
H: -1.1513 0.9753 -1.0782  0.362
H: -0.8581 1.1122 1.6948  0.338
H: 0.1082 -1.6583 -0.6674  0.429
H: 2.2481 -0.7481 -1.5407  0.272
H: 1.3935 0.7873 -1.7806  0.259
H: 1.7655 1.3446 0.6175  0.199
H: 2.8745 -0.1116 0.7734  0.318

The calculation puts the LUMO energy at 1.06 eV. Its energy above the lowest of the compared OMol25 structures with the same formula, charge and spin is 2.595 eV. Its HOMO-LUMO gap is 0.385 hartree.

=====

# 3
Computed, not measured: C5H8O2 in the gas phase, with ωB97M-V/def2-TZVPD.

Last column: Mulliken charge in e.
Positions of all 15 atoms, in Å:
O: 3.0473 0.4782 0.6920  -0.555
C: 1.8847 0.2362 0.5140  0.387
C: 0.8688 -0.6350 1.2583  -0.740
C: -0.0396 -0.5238 0.0224  0.260
C: -1.5046 -0.1574 0.2746  -0.670
O: -1.8575 0.9438 -0.5388  -0.501
C: 0.8643 0.5937 -0.5646  -0.707
H: 0.4331 -0.1287 2.1294  0.285
H: 1.1987 -1.6478 1.4979  0.316
H: 0.0947 -1.4209 -0.5777  0.399
H: -1.6928 0.0873 1.3405  0.343
H: -2.1743 -1.0046 0.0636  0.302
H: -2.6925 1.2227 -0.1366  0.303
H: 0.4163 1.5723 -0.3903  0.243
H: 1.1616 0.5736 -1.6194  0.335

The calculation puts the LUMO energy at 0.70 eV. Its energy above the lowest of the compared OMol25 structures with the same formula, charge and spin is 1.416 eV. Its HOMO-LUMO gap is 0.375 hartree. As for the SMILES: O=C1CC(CO)C1.

=====

# 4
Computed, not measured: a molecular structure, C30H28MnN10SSi in a non-equilibrium geometry, with ωB97M-V/def2-TZVPD.

Last column: Mulliken spin population.
Positions of all 71 atoms, in Å:
Mn: -0.5529 -0.1245 0.2990  1.271
C: 2.1005 -1.9639 -3.2059  -0.008
C: 0.9516 -1.1116 -2.7794  -0.011
N: 0.7816 -1.0175 -1.2857  0.012
C: 1.9823 -1.2668 -0.5280  0.015
C: 3.0384 -1.9080 -1.1493  -0.018
N: 3.0337 -2.3598 -2.4220  0.004
C: 2.1067 -0.6309 0.7504  -0.064
C: 3.1984 -0.8410 1.6017  0.005
C: 3.3048 -0.1618 2.8104  -0.036
C: 2.2509 0.6947 3.1744  0.010
C: 1.1592 0.8347 2.3326  -0.048
N: 1.1183 0.2354 1.1095  -0.021
C: -0.0865 1.4742 2.7027  -0.020
C: -0.3655 2.0409 3.9494  0.000
N: -1.5638 2.4445 4.3090  -0.013
C: -2.5459 2.2962 3.4062  -0.022
C: -2.3028 1.8009 2.1418  -0.004
N: -1.0894 1.3723 1.7726  -0.035
C: 4.4369 -0.4044 3.7026  0.001
C: 5.6884 -0.7765 3.1977  -0.011
C: 6.7222 -1.0372 4.0773  0.003
N: 6.6087 -0.9412 5.3932  -0.009
C: 5.4343 -0.5701 5.8777  0.002
C: 4.3275 -0.2974 5.0941  -0.010
H: 2.0767 -2.3538 -4.2110  -0.001
H: 0.9105 -0.1346 -3.2697  0.001
H: 3.9771 -2.0543 -0.6407  -0.002
H: 3.9494 -1.5600 1.3220  0.002
H: 2.2924 1.2179 4.1150  0.001
H: 0.4181 2.1937 4.6774  -0.002
H: -3.5325 2.6066 3.7197  -0.002
H: -3.0748 1.7512 1.3835  -0.003
H: 5.8623 -0.8379 2.1340  -0.002
H: 7.6983 -1.3378 3.7160  0.000
H: 5.3785 -0.4905 6.9563  0.000
H: 3.3935 -0.0246 5.5629  -0.001
N: -3.2121 1.3632 -2.9138  0.010
C: -2.5081 0.7694 -1.9225  0.027
S: -1.1310 1.6637 -1.3202  -0.014
N: -2.7940 -0.4213 -1.4949  -0.026
N: -2.0875 -0.8370 -0.4411  0.042
C: -1.5113 -2.1708 -0.5562  -0.023
C: -1.0916 -2.6564 0.8004  0.001
C: -1.0456 -3.9967 1.1437  0.000
C: -0.5868 -4.3521 2.4053  -0.004
C: -0.1700 -3.3409 3.2663  0.002
C: -0.2643 -2.0274 2.8556  -0.002
N: -0.7281 -1.6828 1.6489  -0.010
H: -2.9753 2.3197 -3.1119  0.000
H: -4.1446 1.0519 -3.1175  0.000
H: -2.1799 -2.8824 -1.0639  0.023
H: -1.3739 -4.7368 0.4309  0.000
H: -0.5596 -5.3872 2.7086  -0.001
H: 0.2095 -3.5714 4.2486  0.000
H: 0.0228 -1.2119 3.5086  -0.003
C: -3.1120 -2.8695 -3.7582  -0.001
Si: -1.2355 -2.9704 -4.0770  0.001
C: -0.5605 -4.7108 -3.6436  -0.001
C: -0.8278 -2.4706 -5.8669  0.000
C: -0.3170 -1.9328 -2.8186  -0.010
C: -0.3404 -1.9202 -1.4712  0.007
H: -3.6732 -2.8415 -4.6847  0.000
H: -3.3600 -1.9747 -3.1951  0.000
H: -3.4613 -3.7317 -3.1992  0.000
H: -1.0777 -5.5135 -4.1586  0.000
H: -0.6674 -4.8845 -2.5748  0.000
H: 0.4979 -4.7866 -3.8807  0.000
H: -1.3350 -3.1376 -6.5573  0.000
H: 0.2347 -2.5271 -6.0825  0.000
H: -1.1619 -1.4623 -6.0911  0.000

Its expectation value of S² is 0.930. The calculation puts the LUMO energy (alpha / beta) at -0.90 / -0.93 eV. Its energy above the lowest of the compared OMol25 structures with the same formula, charge and spin is 2.318 eV. As for the multiplicity: 2. Its HOMO-LUMO gap (alpha / beta) is 0.183 / 0.185 hartree.

=====

# 5
Computed, not measured: a molecular structure, C25H41Br2O14S3Zn in a non-equilibrium geometry, with ωB97M-V/def2-TZVPD.

Last column: Mulliken charge in e.
Positions of all 86 atoms, in Å:
Zn: -31.5848 3.3148 37.2506  0.440
C: -30.0172 6.7668 35.8011  -0.059
C: -31.3701 6.2576 36.2746  0.406
O: -31.3643 5.1029 37.0421  -0.125
H: -29.2038 6.6927 36.5232  -0.177
H: -30.0482 7.7046 35.2545  0.360
H: -29.5771 6.0607 35.0685  -0.247
H: -32.0586 6.2861 35.4222  -0.195
H: -31.7123 7.1784 36.7793  -0.090
Br: -33.6356 4.8470 29.9666  -0.162
C: -34.5252 5.0447 31.6885  -0.628
C: -33.7207 5.9618 32.5932  -0.077
Br: -34.9950 6.9488 33.6903  -0.133
H: -34.7127 4.0754 32.1505  0.396
H: -35.5305 5.3691 31.4398  0.389
H: -33.1265 6.6449 31.9959  0.418
H: -33.0635 5.3976 33.2491  -0.223
O: -29.7517 0.6694 34.8118  -0.626
S: -29.5558 2.0727 34.7683  1.353
O: -30.0329 2.9589 35.8298  -0.095
O: -28.0204 2.2976 34.5354  -0.389
C: -27.5309 3.6807 34.5332  1.260
C: -26.8230 3.9276 33.2175  -1.025
C: -30.2605 2.5770 33.1866  -0.872
H: -26.7485 3.6317 35.2907  0.331
H: -28.2713 4.4066 34.8588  -1.044
H: -25.8351 3.4729 33.2068  0.341
H: -26.7190 4.9716 32.9227  0.186
H: -27.3641 3.4976 32.3701  0.274
H: -30.8459 1.6974 32.9202  0.453
H: -29.4374 2.5676 32.4767  0.290
H: -30.8641 3.4773 33.1651  0.191
O: -26.8768 6.7028 38.5593  -0.678
S: -26.6100 5.3673 38.9647  1.152
O: -25.3534 4.7098 38.9022  -0.698
O: -27.1336 5.3021 40.4764  -0.206
C: -26.4646 4.3575 41.3625  -0.114
C: -27.0143 4.6375 42.7334  -1.300
C: -27.8805 4.3462 38.1739  -0.437
H: -25.4048 4.5899 41.3222  0.327
H: -26.7134 3.3432 41.0523  0.285
H: -26.7201 3.9401 43.5181  0.380
H: -28.1090 4.5864 42.7438  0.316
H: -26.8399 5.6391 43.1283  0.328
H: -27.4166 3.3606 38.0872  0.496
H: -27.9025 4.6511 37.1287  -0.460
H: -28.8075 4.3994 38.7295  0.441
O: -33.5452 7.3788 39.2020  -0.534
S: -34.6692 7.8212 38.4302  1.111
O: -35.7769 8.4727 39.0427  -0.652
O: -34.2625 8.5784 37.0824  0.014
C: -34.1956 10.0211 37.0683  -0.097
C: -34.1147 10.5031 35.6348  -1.165
C: -35.1355 6.2553 37.6394  -0.666
H: -33.4031 10.4040 37.7031  0.043
H: -35.1326 10.4541 37.4311  0.397
H: -34.1487 11.5911 35.6152  0.393
H: -34.8989 10.0626 35.0239  0.319
H: -33.1449 10.2143 35.2183  0.220
H: -35.3108 5.5274 38.4248  0.408
H: -34.2721 5.9145 37.0717  -0.042
H: -35.9696 6.5330 37.0010  0.301
C: -24.6150 8.5042 32.6182  -0.251
C: -24.9887 7.8667 33.7251  -0.557
C: -26.4019 7.6527 34.1470  0.125
O: -26.7891 6.9984 35.0866  -0.196
C: -27.3524 8.2715 33.1787  0.094
C: -26.9989 8.9681 32.1036  -0.396
C: -25.5761 9.1865 31.7098  0.168
O: -25.1893 9.7631 30.7265  -0.514
H: -23.5488 8.6009 32.4555  0.405
H: -24.2236 7.4465 34.3709  0.412
H: -28.3947 8.2292 33.4810  0.333
H: -27.7971 9.3313 31.4665  0.444
C: -30.9482 11.1320 37.8159  -0.463
C: -30.9670 10.4469 38.9609  -0.381
C: -30.1614 9.2315 39.1609  0.344
O: -30.2916 8.5618 40.1596  -0.569
C: -29.1720 8.9483 38.1037  -0.374
C: -29.0598 9.6780 36.9935  -0.132
C: -29.9435 10.8479 36.7643  0.121
O: -29.8823 11.4504 35.7127  -0.596
H: -31.6608 11.9260 37.6303  0.587
H: -31.6778 10.7903 39.7038  0.415
H: -28.4106 8.2571 38.4450  0.542
H: -28.3745 9.3410 36.2262  0.638

Its net charge is +1. The calculation puts the LUMO energy at -7.02 eV. Its energy above the lowest of the compared OMol25 structures with the same formula, charge and spin is 4.051 eV. Its HOMO-LUMO gap is 0.173 hartree.